Here is an isolated molecule of C15H20N2O2S from OMol25. Energies are from ωB97M-V/def2-TZVPD.

Summary:
HOMO ... -8.61 eV
Relative energy (zero: lowest compared OMol25 entry of this formula, charge and spin) ... 0.0 kcal/mol
Energy ... -33791.747 eV
2S+1 ... 1
Gap between HOMO and LUMO ... 9.3 eV

CARTESIAN COORDINATES (ANGSTROEM)
C1 2.890 3.184 1.441
C2 1.521 2.536 1.276
C3 1.589 1.010 1.200
H1 2.141 0.633 2.064
H2 0.578 0.600 1.252
C4 2.259 0.521 -0.090
N1 2.136 -0.908 -0.279
C5 1.321 -1.531 -1.147
O1 1.329 -2.741 -1.293
C6 0.348 -0.685 -1.983
N2 -0.600 0.059 -1.184
C7 -0.697 1.411 -1.302
O2 -0.020 2.113 -2.011
S1 -1.970 2.017 -0.205
C8 -2.311 0.388 0.343
C9 -3.252 -0.014 1.272
C10 -3.358 -1.365 1.555
C11 -2.542 -2.288 0.916
C12 -1.598 -1.890 -0.015
C13 -1.481 -0.537 -0.299
H3 -0.969 -2.614 -0.505
H4 -2.642 -3.338 1.146
H5 -4.086 -1.700 2.277
H6 -3.882 0.714 1.756
H7 -0.190 -1.386 -2.630
H8 0.886 0.030 -2.611
C14 2.986 -1.764 0.540
C15 2.209 -2.448 1.661
H9 2.885 -3.055 2.256
H10 1.446 -3.093 1.236
H11 1.729 -1.718 2.309
H12 3.414 -2.532 -0.111
H13 3.791 -1.152 0.949
H14 3.327 0.760 -0.058
H15 1.836 1.050 -0.943
H16 1.045 2.926 0.375
H17 0.892 2.810 2.126
H18 2.780 4.256 1.582
H19 3.508 3.024 0.562
H20 3.405 2.777 2.309